# 1
Here is C27H22ClCrN6O2PS3 as an isolated structure in a non-equilibrium geometry from OMol25. Energies are from ωB97M-V/def2-TZVPD.

The geometry in ORCA input format:
```
! wB97M-V def2-TZVPD RIJCOSX def2/J DEFGRID3
* xyz -2 5
Cr -8.76 -16.92 3.02
Cl -8.45 -9.68 2.84
C -8.45 -11.36 2.59
C -7.85 -11.91 1.45
C -7.77 -13.27 1.25
C -8.18 -14.14 2.29
O -8.08 -15.41 2.02
C -8.88 -13.60 3.44
C -9.05 -14.36 4.61
O -9.17 -15.65 4.59
C -9.00 -12.21 3.55
H -7.27 -11.21 0.84
H -7.24 -13.74 0.41
H -9.12 -13.83 5.59
H -9.47 -11.79 4.39
S -9.07 -21.35 1.92
C -8.94 -19.76 2.25
S -9.43 -19.11 3.80
S -8.64 -18.51 1.13
N -12.27 -17.43 4.46
N -12.16 -16.98 3.15
N -13.15 -16.74 2.33
C -12.53 -16.26 1.27
N -11.20 -16.31 1.35
N -10.96 -16.73 2.58
H -12.84 -16.92 5.11
H -11.34 -17.78 4.81
H -13.12 -15.82 0.48
N -6.99 -17.32 3.56
P -5.56 -17.35 4.09
C -5.39 -16.22 5.49
C -5.47 -16.74 6.81
C -5.31 -15.88 7.87
C -4.98 -14.51 7.64
C -5.01 -14.01 6.35
C -5.15 -14.87 5.24
C -5.06 -18.97 4.63
C -4.06 -19.16 5.52
C -3.68 -20.42 5.88
C -4.31 -21.54 5.34
C -5.41 -21.39 4.48
C -5.81 -20.09 4.17
C -4.43 -16.77 2.80
C -4.90 -16.50 1.48
C -4.03 -16.16 0.46
C -2.67 -15.89 0.85
C -2.22 -16.05 2.15
C -3.13 -16.46 3.12
H -5.69 -17.81 7.00
H -5.35 -16.27 8.88
H -4.90 -13.83 8.54
H -4.99 -12.94 6.14
H -5.12 -14.48 4.25
H -3.37 -18.32 5.85
H -2.86 -20.58 6.55
H -3.88 -22.52 5.55
H -5.91 -22.26 4.04
H -6.63 -19.78 3.53
H -5.97 -16.61 1.35
H -4.41 -16.05 -0.56
H -1.97 -15.59 0.11
H -1.15 -15.88 2.36
H -2.80 -16.40 4.15
*
```

Output
Relative energy (zero: lowest compared OMol25 entry of this formula, charge and spin)   0.0 kJ/mol
Frontier orbital gap (spin up / spin down)   3.90 / 5.97 eV
HOMO (spin up / spin down)   0.56 / -1.52 eV

---

# 2
Here is C27H22F3GaN4O6Sb as an isolated structure from OMol25. Energies are from ωB97M-V/def2-TZVPD.

The geometry in ORCA input format:
```
! wB97M-V def2-TZVPD RIJCOSX def2/J DEFGRID3
* xyz 1 1
Ga 1.09 0.23 0.23
C 3.73 0.36 -1.54
C 3.30 -1.04 -1.23
C 4.05 -2.11 -1.72
C 3.71 -3.40 -1.38
C 2.63 -3.61 -0.53
C 1.90 -2.53 -0.06
N 2.24 -1.27 -0.43
Sb 0.31 -3.08 1.29
C 0.64 -1.39 2.61
C 0.24 -1.55 3.92
C 0.63 -0.62 4.87
C 1.50 0.38 4.50
C 1.91 0.49 3.18
C 2.96 1.50 2.84
N 1.42 -0.34 2.24
C -1.34 -2.43 0.09
C -2.59 -2.26 0.66
C -3.64 -1.89 -0.17
C -3.39 -1.73 -1.52
C -2.11 -1.95 -2.02
C -1.81 -1.82 -3.48
N -1.09 -2.29 -1.22
H 4.39 0.35 -2.41
H 4.29 0.78 -0.70
H 2.90 1.02 -1.75
H 4.89 -1.90 -2.36
H 4.29 -4.24 -1.76
H 2.36 -4.61 -0.23
H -0.36 -2.41 4.20
H 0.29 -0.70 5.90
H 1.88 1.08 5.23
H 2.59 2.51 2.97
H 3.34 1.39 1.82
H 3.80 1.36 3.53
H -2.74 -2.42 1.72
H -4.63 -1.74 0.23
H -4.19 -1.44 -2.20
H -2.28 -0.93 -3.90
H -2.21 -2.67 -4.03
H -0.73 -1.78 -3.65
O 0.57 0.42 -1.76
C -0.51 0.91 -2.13
C -1.65 1.14 -1.32
C -2.79 1.68 -1.94
C -3.93 1.85 -1.21
C -3.99 1.52 0.15
C -2.89 0.99 0.77
C -1.70 0.77 0.05
O -0.70 0.20 0.68
N -5.13 2.39 -1.87
O -6.13 2.50 -1.20
O -5.05 2.62 -3.06
H -0.60 1.16 -3.20
H -2.77 1.95 -2.99
H -4.91 1.69 0.69
H -2.91 0.72 1.82
F 3.06 4.36 0.56
C 1.77 4.30 0.22
F 1.68 4.40 -1.11
F 1.14 5.33 0.77
C 1.17 2.96 0.70
O 0.28 2.91 1.52
O 1.79 1.95 0.13
*
```

Output
Relative energy (zero: lowest compared OMol25 entry of this formula, charge and spin)   0.0 kJ/mol
Frontier orbital gap   8.38 eV
HOMO   -11.81 eV

---

# 3
Here is C27H22N6Os as an isolated structure in a non-equilibrium geometry from OMol25. Energies are from ωB97M-V/def2-TZVPD.

The geometry in ORCA input format:
```
! wB97M-V def2-TZVPD RIJCOSX def2/J DEFGRID3
* xyz 2 5
Os 0.15 -1.13 0.03
C 4.08 4.59 0.97
C 2.94 3.60 0.83
C 1.64 3.82 1.26
C 0.64 2.82 1.05
C 0.93 1.60 0.39
N -0.11 0.80 -0.09
C -1.30 1.37 -0.54
C -1.21 2.45 -1.50
C -2.32 3.27 -1.72
C -3.52 3.11 -0.96
C -4.54 4.19 -1.19
C -3.64 2.01 -0.12
C -2.58 1.10 0.01
N -2.79 -0.21 0.56
C -3.99 -0.71 1.08
C -3.77 -1.97 1.59
C -2.49 -2.30 1.17
N -1.87 -1.25 0.52
C 2.37 1.34 0.11
C 3.31 2.35 0.36
N 2.82 0.08 -0.38
C 4.11 -0.15 -0.92
C 4.21 -1.47 -1.27
C 2.97 -2.07 -0.94
N 2.13 -1.11 -0.38
H 4.63 4.38 1.89
H 3.68 5.63 1.00
H 4.78 4.49 0.08
H 1.43 4.78 1.73
H -0.41 3.03 1.29
H -0.33 2.65 -2.04
H -2.26 4.15 -2.31
H -4.47 5.04 -0.51
H -5.59 3.89 -1.07
H -4.42 4.50 -2.25
H -4.48 1.87 0.56
H -4.92 -0.12 1.09
H -4.30 -2.61 2.28
H -1.95 -3.23 1.30
H 4.35 2.11 0.28
H 4.90 0.64 -1.03
H 5.09 -1.93 -1.63
H 2.61 -3.06 -1.06
N 0.50 -8.61 0.13
C 0.43 -7.45 0.06
C 0.33 -6.02 0.02
C -0.61 -5.36 -0.81
C -0.56 -3.96 -0.86
C 0.27 -3.21 -0.01
C 1.09 -3.89 0.86
C 1.22 -5.27 0.85
H -1.41 -5.88 -1.33
H -1.34 -3.51 -1.48
H 1.66 -3.34 1.57
H 1.89 -5.81 1.50
*
```

Output
Frontier orbital gap (spin up / spin down)   7.62 / 4.92 eV
HOMO (spin up / spin down)   -13.96 / -14.11 eV

---

# 4
Here is C27H22O5PS3W as an isolated structure from OMol25. Energies are from ωB97M-V/def2-TZVPD.

The geometry in ORCA input format:
```
! wB97M-V def2-TZVPD RIJCOSX def2/J DEFGRID3
* xyz 1 1
W -0.51 -0.17 -0.49
O -0.93 -2.16 1.67
C 0.19 -1.74 1.55
O 0.73 -1.48 0.32
C 1.00 -1.26 2.73
C 2.41 -0.77 2.41
C 3.17 -0.46 3.71
C 2.54 0.89 4.11
C 1.50 1.08 3.00
O 2.15 0.53 1.86
C 0.34 0.08 3.25
C -0.94 0.50 2.58
O -1.98 0.76 3.04
O -0.77 0.66 1.14
H 0.95 -2.04 3.49
H 2.94 -1.38 1.68
H 4.23 -0.37 3.51
H 3.03 -1.24 4.46
H 3.27 1.70 4.08
H 2.09 0.88 5.11
H 1.20 2.10 2.80
H 0.09 0.02 4.31
C 3.88 3.71 0.96
C 2.53 3.94 0.70
C 1.82 3.08 -0.12
C 2.47 1.99 -0.69
C 3.81 1.75 -0.44
C 4.52 2.62 0.39
P 1.54 0.83 -1.71
C 2.69 -0.06 -2.75
C 3.55 0.65 -3.59
C 4.39 -0.03 -4.44
C 4.40 -1.42 -4.44
C 3.57 -2.13 -3.59
C 2.71 -1.45 -2.74
C 0.31 1.79 -2.55
C 0.31 2.66 -3.63
C -0.88 3.28 -3.95
C -2.04 3.04 -3.19
C -2.04 2.14 -2.13
C -0.83 1.49 -1.81
H 4.43 4.38 1.59
H 2.03 4.79 1.14
H 0.77 3.28 -0.32
H 4.32 0.90 -0.87
H 5.57 2.44 0.58
H 3.56 1.74 -3.57
H 5.05 0.52 -5.10
H 5.07 -1.95 -5.11
H 3.59 -3.21 -3.59
H 2.07 -2.01 -2.07
H 1.21 2.85 -4.21
H -0.93 3.97 -4.78
H -2.96 3.54 -3.46
H -2.95 1.95 -1.59
S -3.40 -1.90 -3.48
C -2.30 -1.52 -2.38
S -0.57 -1.61 -2.45
S -2.69 -0.82 -0.79
*
```

Output
Relative energy (zero: lowest compared OMol25 entry of this formula, charge and spin)   67.3 kJ/mol
Frontier orbital gap   6.32 eV
HOMO   -11.57 eV